1.
ORCA calculation (ωB97M-V/def2-TZVPD) on a structure of composition C41H31NO6S2Ti in a non-equilibrium geometry.

HOMO-LUMO gap (alpha / beta): 5.553 / 5.536 eV
HOMO (alpha / beta): -11.74 / -11.73 eV
total charge: +2
total energy: -3732.55833 a.u.
multiplicity: 1
ΔE to the lowest compared entry with this formula, charge and spin: 3.028 eV
max |F|: 1.55 eV Å⁻¹

Element x y z (Å)
Ti 0.596 -0.246 0.177
O 2.960 2.591 1.828
C 2.195 1.905 1.036
O 1.471 0.938 1.452
C 2.151 2.147 -0.361
C 2.708 3.127 -1.126
C 2.497 3.106 -2.521
C 1.777 2.083 -3.103
C 1.235 1.074 -2.307
N 1.386 1.137 -0.926
C 0.607 -0.137 -2.609
O 0.229 -0.614 -3.776
O 0.379 -0.890 -1.586
H 2.882 2.272 2.741
H 3.306 3.904 -0.661
H 2.920 3.885 -3.139
H 1.651 2.064 -4.180
H 0.493 -0.032 -4.501
C -1.669 -6.445 5.853
C -1.424 -5.388 4.808
C -0.680 -5.682 3.660
C -0.442 -4.728 2.693
C -0.953 -3.443 2.882
C -1.695 -3.122 4.017
C -1.919 -4.096 4.975
S -0.890 -2.158 1.687
O 0.566 -1.552 1.623
C -0.960 -3.183 0.175
C 0.292 -3.498 -0.378
C 0.370 -4.412 -1.377
C -0.730 -5.258 -1.630
C -0.548 -6.406 -2.446
C -1.470 -7.405 -2.451
C -2.571 -7.320 -1.571
C -2.806 -6.189 -0.843
C -1.957 -5.054 -0.934
C -2.158 -3.781 -0.253
C -3.440 -3.061 0.086
C -4.797 -3.584 0.233
C -5.417 -4.485 -0.667
C -6.693 -4.931 -0.461
C -7.427 -4.519 0.668
C -6.912 -3.551 1.478
C -5.631 -3.008 1.227
C -5.243 -1.797 1.865
C -4.221 -1.085 1.343
C -3.360 -1.696 0.396
S -2.394 -0.606 -0.668
O -1.280 0.118 0.196
C -3.608 0.682 -0.814
C -4.678 0.420 -1.660
C -5.696 1.350 -1.753
C -5.662 2.535 -1.015
C -6.803 3.517 -1.100
C -4.559 2.776 -0.196
C -3.523 1.858 -0.086
H -1.622 -7.447 5.427
H -2.638 -6.310 6.333
H -0.905 -6.382 6.633
H -0.288 -6.684 3.522
H 0.137 -4.978 1.812
H -2.093 -2.120 4.144
H -2.494 -3.853 5.862
H 1.191 -3.045 -0.005
H 1.312 -4.602 -1.880
H 0.374 -6.500 -3.010
H -1.322 -8.291 -3.057
H -3.224 -8.176 -1.449
H -3.596 -6.202 -0.118
H -4.913 -4.759 -1.578
H -7.151 -5.589 -1.191
H -8.420 -4.914 0.845
H -7.506 -3.130 2.284
H -5.867 -1.380 2.649
H -4.050 -0.060 1.648
H -4.720 -0.499 -2.237
H -6.534 1.156 -2.414
H -7.045 3.748 -2.140
H -6.570 4.448 -0.586
H -7.702 3.095 -0.645
H -4.509 3.700 0.371
H -2.672 2.057 0.547

2.
ORCA calculation (ωB97M-V/def2-TZVPD) on a cluster of 7 separate species, C27H72N8O11 in total in a non-equilibrium geometry.

SMILES string: COCCNCCOC.COCCNCCOC.COCCNCCOC.COCCNCCOC.NC(N)=O.NC(N)=O.CO
HOMO-LUMO gap: 8.315 eV
HOMO: -8.00 eV
total energy: -2337.29989 a.u.
multiplicity: 1
max |F|: 4.23 eV Å⁻¹

Element x y z (Å)
C 5.028 7.302 -0.989
O 4.177 6.793 -1.915
C 3.433 5.551 -1.726
C 1.899 5.935 -1.697
N 1.056 4.759 -1.390
C -0.345 5.077 -1.432
C -1.323 3.856 -1.596
O -2.734 4.024 -1.507
C -3.471 4.959 -2.387
H 5.759 6.508 -0.831
H 4.465 7.545 -0.088
H 5.604 8.172 -1.305
H 3.739 5.072 -0.795
H 3.582 4.896 -2.584
H 1.517 6.372 -2.619
H 1.844 6.798 -1.034
H 1.341 3.845 -1.714
H -0.565 5.701 -2.298
H -0.690 5.474 -0.477
H -1.183 2.976 -0.969
H -1.019 3.417 -2.546
H -3.588 5.968 -1.991
H -4.439 4.480 -2.533
H -2.896 5.139 -3.296
C -1.925 -3.947 -0.690
O -2.040 -4.798 -1.792
C -2.773 -6.085 -1.442
C -3.163 -6.825 -2.750
N -1.972 -7.322 -3.397
C -2.222 -7.715 -4.755
C -0.851 -7.831 -5.304
O -0.255 -6.523 -5.452
C 1.141 -6.583 -5.859
H -2.788 -3.698 -0.073
H -1.448 -3.046 -1.077
H -1.131 -4.358 -0.066
H -3.604 -5.904 -0.761
H -2.128 -6.735 -0.850
H -3.662 -6.123 -3.419
H -3.847 -7.629 -2.480
H -1.217 -6.657 -3.483
H -2.731 -7.008 -5.410
H -2.684 -8.678 -4.969
H -1.035 -8.303 -6.270
H -0.176 -8.433 -4.695
H 1.573 -5.587 -5.765
H 1.146 -6.821 -6.923
H 1.662 -7.245 -5.168
C 8.743 4.502 1.027
O 7.308 4.266 1.105
C 6.900 3.053 0.453
C 5.421 2.996 0.795
N 4.675 2.231 -0.219
C 3.265 2.127 0.112
C 2.492 1.373 -0.962
O 2.288 2.267 -2.019
C 2.386 1.718 -3.381
H 8.875 5.286 1.773
H 9.189 4.891 0.112
H 9.207 3.657 1.535
H 7.512 2.305 0.957
H 7.218 3.148 -0.586
H 5.067 4.027 0.825
H 5.166 2.679 1.806
H 4.658 2.561 -1.174
H 2.747 3.051 0.366
H 2.964 1.557 0.991
H 1.484 1.217 -0.576
H 2.811 0.372 -1.253
H 3.335 1.272 -3.678
H 2.053 2.434 -4.132
H 1.595 0.969 -3.419
C 0.795 -6.354 1.655
O -0.529 -5.857 1.844
C -0.582 -5.121 3.097
C -2.040 -4.599 3.321
N -2.121 -3.570 4.371
C -1.585 -2.290 3.988
C -1.901 -1.325 5.146
O -3.344 -1.302 5.434
C -3.873 -0.148 6.148
H 1.502 -5.525 1.640
H 0.961 -6.934 0.747
H 1.037 -6.886 2.575
H 0.061 -4.241 3.087
H -0.154 -5.719 3.901
H -2.663 -5.421 3.674
H -2.477 -4.176 2.417
H -3.107 -3.431 4.539
H -1.993 -1.851 3.077
H -0.526 -2.398 3.755
H -1.579 -0.307 4.927
H -1.464 -1.656 6.089
H -3.289 -0.060 7.065
H -4.952 -0.225 6.279
H -3.531 0.816 5.771
N -1.347 2.064 3.323
C -1.078 3.105 2.565
N -1.324 4.254 3.113
O -0.602 3.102 1.426
H -1.424 1.167 2.866
H -1.545 2.089 4.313
H -1.968 4.300 3.890
H -1.018 5.003 2.508
N -4.601 1.645 2.103
C -5.914 1.640 2.074
N -6.257 0.988 0.953
O -6.671 2.329 2.679
H -4.086 2.398 2.536
H -4.096 1.161 1.374
H -5.681 0.606 0.217
H -7.251 1.143 0.860
C -1.643 -0.136 0.012
O -2.527 0.861 0.477
H -1.989 -0.573 -0.925
H -0.601 0.178 -0.045
H -1.537 -1.044 0.605
H -1.908 1.577 0.643

What is the max |F| in the first record? 1.55 eV Å⁻¹

Which value of max |F| does entry 1 give? 1.55 eV Å⁻¹